Entry one
Entry from the Open Molecules 2025 dataset: the molecule C3H6N2S (wB97M-V/def2-TZVPD).

Each line ends with the Löwdin charge.
Cartesian coordinates (Å):
1 N -0.71954 -0.72047 -1.78113  0.054
2 C -0.65687 -0.75591 -0.36307  -0.390
3 C -1.81261 0.01605 0.39278  -0.118
4 N -0.75589 0.72545 1.09041  0.030
5 C 0.28638 0.14530 0.39074  -0.845
6 S 1.89616 0.35358 0.26604  0.624
7 H -0.01520 -0.17198 -2.23988  0.067
8 H -0.68390 -1.66376 -2.18139  0.086
9 H -0.59282 -1.75774 0.00923  0.134
10 H -2.40881 0.59435 -0.29363  0.103
11 H -2.43036 -0.64355 1.04364  0.114
12 H -0.78081 1.51793 1.71769  0.140

The calculation puts the molar mass at 102.16 g/mol. The value obtained for the frontier orbital gap is 9.2 eV. As for the HOMO energy: -8.47 eV. Its SMILES is N[C@@H]1CNC1=S.


Entry two
Entry from the Open Molecules 2025 dataset: the molecule C3H6N2S (wB97M-V/def2-TZVPD).

Each line ends with the Löwdin charge.
Cartesian coordinates (Å):
1 S -2.29634 -0.74125 0.00403  0.596
2 C -1.65039 0.77021 -0.00479  -0.709
3 N -0.37752 1.17937 0.00064  -0.060
4 N 0.84890 0.49627 0.00416  -0.097
5 C 0.99863 -0.76429 -0.73937  -0.133
6 C 0.98152 -0.74834 0.76028  -0.137
7 H -2.31144 1.67391 -0.01134  0.076
8 H -0.23254 2.17727 0.00083  0.134
9 H 1.91570 -0.84683 -1.30049  0.094
10 H 0.12569 -1.20061 -1.21890  0.066
11 H 1.92656 -0.81485 1.28064  0.095
12 H 0.07123 -1.18087 1.22429  0.075

The calculation puts the molar mass at 102.16 g/mol. The value obtained for the frontier orbital gap is 9.3 eV. As for the HOMO energy: -8.44 eV. Its SMILES is S=CNN1CC1.


Top of the stability list: entry one, leading by 35.9 kcal/mol.